[1]
Computed, not measured: a structure of composition C4H12N2 at a distorted geometry, with the ωB97M-V functional and the def2-TZVPD basis.

```
18
Properties=species:S:1:pos:R:3:forces:R:3
C -0.975048 -0.195092 1.940771 -0.55 -0.54 0.93
C 0.011086 0.774712 1.328515 0.34 -0.06 -0.14
C 1.371905 0.101194 1.049589 -0.49 -0.70 -0.55
N -0.700583 -0.926544 -0.995425 3.09 0.97 -2.36
C -0.004975 -0.667286 -2.104518 -3.45 -0.07 -1.44
N -0.259252 0.534981 -2.867640 -0.13 -2.17 -0.55
H -0.659777 -0.604533 2.931380 0.25 0.04 -0.83
H -1.935526 0.277086 2.213151 0.25 0.00 -0.54
H -1.151653 -0.999420 1.202315 -0.07 0.27 0.75
H 0.126786 1.662223 1.955273 0.14 0.01 -0.10
H -0.408610 1.072292 0.369599 -0.08 0.36 0.07
H 2.011460 0.674522 0.355094 -0.27 -0.12 0.27
H 1.915227 -0.024301 1.977719 0.22 -0.24 0.14
H 1.175661 -0.929135 0.587667 0.59 1.23 0.98
H 0.581646 -1.448541 -2.709909 0.11 1.13 1.00
H 0.358425 -0.508053 -0.769683 -0.73 -0.71 1.01
H -0.279596 0.338566 -3.900193 0.38 0.41 1.35
H -1.177173 0.867329 -2.563705 0.41 0.18 0.00
```
Positions in Å, forces in eV/Å.

As for the charge: 0. The HOMO energy is -8.50 eV. Its energy is -268.98088 Ha. The calculation puts the energy above the lowest of the compared OMol25 structures with the same formula, charge and spin at 85.0 kcal per mole. The largest force on an atom is 0.07795 Eh/bohr.

Here is what Löwdin gives for the atomic charges, in e: -0.1511, -0.3429, -0.1408, 0.0105, -0.3616, 0.0412, 0.0777, 0.0691, 0.0424, 0.0982, 0.0683, 0.0745, 0.0644, 0.0762, 0.1366, 0.0627, 0.0934, 0.0812



[2]
Computed, not measured: an isolated molecule of C4H12N2 at a distorted geometry, with the ωB97M-V functional and the def2-TZVPD basis.

```
18
Properties=species:S:1:pos:R:3:forces:R:3
N -1.629017 1.353629 -1.270445 0.58 -0.40 0.41
C -1.726342 0.222664 -0.237220 -0.53 1.80 -1.22
C -0.578128 -0.868894 -0.559786 -1.06 2.81 2.48
C 0.871654 -0.266465 -0.508415 -0.15 -0.70 -3.62
C 1.352465 0.282863 0.822750 0.47 0.68 -0.95
N 2.002425 -0.808351 1.584070 -1.83 -1.74 -0.41
H -2.136152 2.129252 -0.884884 -0.90 0.32 -0.01
H -0.683769 1.787269 -1.231898 -0.49 -1.01 -0.10
H -1.524848 0.802985 0.716794 -0.27 -1.59 -0.41
H -2.907627 -0.150236 -0.214818 3.41 0.58 -0.17
H -0.895198 -1.495463 -1.359217 0.26 -0.37 -0.73
H -0.704823 -1.324366 0.385367 0.19 -1.89 0.87
H 1.638743 -1.057816 -0.832575 -1.17 0.71 0.53
H 0.968480 0.396317 -1.442335 -0.11 -0.16 1.63
H 0.512679 0.880506 1.314817 1.45 -0.91 -0.13
H 2.240404 0.885020 0.610624 -0.69 0.89 -0.10
H 1.933549 -1.628550 0.919496 0.82 1.05 0.80
H 1.265512 -1.140371 2.187681 0.00 -0.09 1.12
```
Positions in Å, forces in eV/Å.

As for the charge: 0. The HOMO energy is -9.41 eV. Its energy is -269.03551 Ha. The calculation puts the energy above the lowest of the compared OMol25 structures with the same formula, charge and spin at 50.7 kcal per mole. The largest force on an atom is 0.07580 Eh/bohr.

Here is what Löwdin gives for the atomic charges, in e: -0.0559, -0.2498, -0.1772, -0.2430, -0.2996, -0.0215, 0.0326, 0.0505, 0.0834, 0.1536, 0.0901, 0.0659, 0.1165, 0.1148, 0.1226, 0.0972, 0.0738, 0.0459



[3]
Computed, not measured: the ion C4H12N2 with charge +1 at a distorted geometry, with the ωB97M-V functional and the def2-TZVPD basis.

```
18
Properties=species:S:1:pos:R:3:forces:R:3
C -0.874569 0.032417 -1.221001 -2.05 -3.69 2.51
C 0.278547 -0.584091 -0.291478 -3.40 1.17 -0.56
C -0.295060 -0.692531 1.145318 0.36 -0.48 0.26
C 1.456024 0.504425 2.376665 -0.29 0.75 0.37
N 0.141222 0.429983 1.977383 -1.11 -0.86 -0.79
N -0.318374 0.596666 -2.452949 -0.46 -1.97 -1.42
H -1.601540 -0.820516 -1.513669 1.67 0.76 -0.28
H -1.687277 0.442391 -0.566901 1.32 1.87 -1.02
H 0.407524 -1.570044 -0.696562 1.24 -0.27 -0.16
H 1.039930 0.170750 -0.256344 1.15 -0.33 -0.17
H -1.396069 -0.782538 1.114681 0.39 0.37 0.14
H 0.017784 -1.690287 1.530431 0.11 0.76 0.21
H 2.120467 -0.227716 1.984622 0.38 -0.35 -0.09
H 1.803299 1.348853 2.964849 -0.19 -0.30 -0.20
H -0.601351 1.025869 2.319252 0.60 -0.10 0.24
H 0.455450 1.230323 -2.291642 -0.17 0.79 -0.24
H -1.028696 0.816769 -3.164249 0.16 1.25 0.49
H 0.082690 -0.230723 -2.958407 0.28 0.64 0.74
```
Positions in Å, forces in eV/Å.

As for the charge: +1. The HOMO energy (spin up / spin down) is -9.27 / -13.62 eV. The expectation value of S² is 0.75. Its energy is -268.75147 Ha. The spin multiplicity is 2. The calculation puts the energy above the lowest of the compared OMol25 structures with the same formula, charge and spin at 31.0 kcal per mole. The largest force on an atom is 0.09554 Eh/bohr.

Here is what Löwdin gives for the atomic charges, in e: -0.1874, -0.1397, -0.2241, -0.0399, -0.1179, 0.1820, 0.1569, 0.1366, 0.1076, 0.0971, 0.1202, 0.1288, 0.0424, 0.0547, 0.1280, 0.1738, 0.1862, 0.1946



[4]
Computed, not measured: a cluster of 2 separate species, C4H12N2 in total at a distorted geometry, with the ωB97M-V functional and the def2-TZVPD basis.

```
18
Properties=species:S:1:pos:R:3:forces:R:3
C -0.267675 1.113133 0.560273 -0.28 0.30 -3.01
C -1.533044 1.375476 -0.512433 2.18 4.08 0.51
C -0.438171 0.519523 -1.181282 -2.44 0.91 4.77
C -0.349226 -0.606736 -0.218570 -0.59 3.18 1.96
N -1.746461 -0.935166 0.370200 -0.62 -2.62 0.53
N 3.295364 -1.096980 0.064077 -1.75 2.16 -3.08
H 0.717582 1.642991 0.476314 -0.97 -0.39 -0.47
H -0.428525 1.084956 1.633072 -0.79 -1.01 0.18
H -1.836506 2.547242 -0.596761 1.34 -2.88 -0.94
H -2.391778 0.897140 -0.203263 -1.56 -0.37 0.33
H 0.159996 1.288452 -1.626495 1.71 -1.11 -1.21
H 0.417848 -1.039242 0.425457 0.83 -0.92 -1.51
H -1.831554 -1.768139 1.078131 0.94 0.99 -1.86
H -2.415498 -1.158247 -0.446411 0.72 0.46 1.72
H -2.062762 -0.172304 1.008645 -0.19 -0.65 -0.91
H 3.230854 -0.534998 -0.914596 0.40 -1.92 2.83
H 3.220795 -2.062149 -0.173264 -0.66 -0.98 -0.56
H 4.258765 -1.094953 0.256904 1.73 0.78 0.73
```
Positions in Å, forces in eV/Å.

As for the charge: +2. The HOMO energy is -16.88 eV. Its energy is -268.19440 Ha. The calculation puts the energy above the lowest of the compared OMol25 structures with the same formula, charge and spin at 179.7 kcal per mole. The largest force on an atom is 0.10572 Eh/bohr.

Here is what Löwdin gives for the atomic charges, in e: 0.0810, -0.0170, 0.1493, 0.0260, 0.1556, -0.0159, 0.1613, 0.1601, 0.2196, 0.0561, 0.1677, 0.1501, 0.2477, 0.2291, 0.1564, 0.0862, -0.0062, -0.0069



Question: Which of these has the lowest energy?
Answer: number 2



Question: Which of these has the highest charge?
Answer: number 4